Record 1
# C23H27N5O4S

One molecule with the formula C23H27N5O4S in a non-equilibrium geometry (ωB97M-V/def2-TZVPD, the OMol25 dataset).

```
60
Properties=species:S:1:pos:R:3:forces:R:3
S -2.530 -3.685 -1.842 0.02 0.48 0.02
O 0.651 -0.355 -1.879 -0.04 -0.35 -0.17
O 3.928 -1.353 -0.265 -0.20 0.29 0.12
O -1.673 -3.527 1.168 -0.07 -0.18 0.02
O -4.059 -0.322 1.667 0.07 -0.29 0.06
N -1.486 -1.263 1.164 0.17 -0.35 -0.06
N 1.532 1.257 -0.572 0.28 0.09 0.28
N -1.273 1.104 0.971 0.12 -0.72 0.82
N -1.428 1.977 -0.047 -0.23 0.62 -0.71
N -1.927 -0.004 -0.823 0.08 0.32 1.00
C 4.359 -0.277 0.446 0.01 0.21 0.17
C 0.562 1.912 -2.685 -0.18 -0.31 -0.17
C -2.237 -1.149 -1.515 0.00 -1.05 0.17
C -1.559 -0.081 0.502 0.04 0.54 -0.62
C 5.690 -0.025 0.762 -0.02 -0.30 -0.20
C -1.805 1.336 -1.112 -0.28 0.32 -0.07
C 6.035 1.099 1.493 -0.05 0.12 0.07
C -3.528 -0.102 2.960 -0.03 0.00 0.30
C 3.737 1.732 1.615 0.06 -0.20 -0.07
C -1.284 -1.234 2.600 -0.06 -0.19 0.53
C 3.369 0.617 0.882 -0.06 -0.21 -0.07
C 1.924 0.391 0.525 0.01 -0.16 0.04
C -2.114 -2.349 -0.839 -0.23 0.08 -0.64
C -2.624 -1.273 3.338 -0.03 0.31 -0.37
C -0.776 1.616 -3.362 0.04 0.11 0.02
C -1.748 -2.480 0.557 0.12 0.18 0.02
C -1.960 1.964 -2.446 0.10 -0.21 -0.23
C 0.905 0.818 -1.676 0.20 0.54 -0.11
C 4.867 -2.302 -0.703 0.16 -0.18 -0.09
C -4.808 0.765 1.194 -0.04 0.15 -0.01
C 5.064 1.982 1.924 0.14 0.12 0.05
C -2.874 -2.625 -3.145 0.12 -0.18 0.39
C -2.683 -1.312 -2.844 -0.05 0.02 -0.15
H 5.393 -2.767 0.137 -0.01 0.04 -0.04
H -0.740 -0.318 2.835 0.02 -0.12 0.00
H 4.289 -3.060 -1.230 0.09 0.03 0.03
H -1.991 3.043 -2.283 -0.07 -0.07 0.04
H 1.283 0.603 1.389 0.07 -0.08 -0.10
H -2.858 -0.513 -3.539 -0.01 0.14 -0.13
H -3.203 -3.031 -4.081 -0.07 -0.05 -0.20
H 5.334 2.855 2.497 0.03 0.08 0.06
H -2.900 1.659 -2.909 -0.04 0.10 -0.02
H -2.434 -1.246 4.411 -0.01 -0.03 0.05
H 5.596 -1.862 -1.391 -0.02 -0.01 0.05
H 2.967 2.410 1.953 -0.12 0.07 0.07
H -4.355 -0.015 3.682 0.08 0.02 -0.07
H -0.867 2.191 -4.286 0.01 -0.06 -0.02
H -0.790 0.553 -3.611 0.01 0.06 -0.09
H -5.657 0.980 1.856 -0.01 0.00 -0.03
H -4.190 1.668 1.112 -0.01 -0.02 -0.01
H -3.137 -2.204 3.093 -0.01 -0.05 0.11
H -5.181 0.486 0.210 -0.04 0.07 0.00
H -2.955 0.837 2.971 -0.09 -0.05 0.03
H 7.074 1.278 1.726 0.08 0.01 0.02
H 0.537 2.887 -2.197 0.07 0.06 0.00
H -0.692 -2.113 2.866 0.01 0.19 -0.04
H 1.356 1.914 -3.435 0.02 0.04 0.05
H 1.765 -0.635 0.190 -0.07 0.14 0.12
H 1.640 2.247 -0.419 -0.13 -0.05 -0.16
H 6.468 -0.700 0.441 0.04 -0.08 -0.04
```
Positions in Å, forces in eV/Å.

SMILES string: COCCCn1c(=O)c2sccc2n2c(CCCC(=O)NCc3ccccc3OC)nnc12
HOMO, eV: -8.44
Gap between HOMO and LUMO, eV: 8.89
ΔE to the lowest compared entry with this formula, charge and spin, eV: 0.767
Charge: 0


Record 2
# C23H27N5O5S

C23H27N5O5S as an isolated structure (ωB97M-V/def2-TZVPD, the OMol25 dataset).

```
61
Properties=species:S:1:pos:R:3:forces:R:3
S 1.667 0.579 3.732 -0.11 -0.35 -0.58
O -0.471 2.207 2.012 -0.14 -0.17 -0.47
O -0.055 -3.874 3.169 -0.02 -0.03 -0.20
O 2.701 1.399 0.744 0.11 0.07 0.11
O 1.347 -1.187 -1.643 0.00 -0.30 0.13
O -1.005 1.482 -2.773 0.13 -0.35 -0.05
N 1.134 -0.779 4.432 -0.11 -0.39 0.23
N 0.640 0.805 0.002 0.09 0.10 -0.37
N 0.475 -2.035 1.133 -0.03 -0.48 -0.21
N 0.261 -3.180 5.298 -0.03 -0.06 0.21
N 1.528 0.127 -3.470 0.13 0.08 -0.21
C -1.493 -0.310 -0.390 -0.01 0.13 0.19
C 0.985 1.182 -1.359 -0.06 -0.11 0.23
C 0.578 -1.144 -5.363 -0.06 0.08 0.43
C -1.876 2.449 -3.106 -0.28 0.75 0.05
C 0.837 -1.260 2.173 0.28 0.62 0.13
C 0.276 -3.005 3.961 -0.09 -0.31 0.52
C 1.289 -0.091 -2.170 0.10 0.51 -0.10
C -0.667 -2.784 -3.883 0.02 0.28 0.02
C -2.624 1.108 1.703 0.10 0.18 0.21
C -1.289 1.314 1.385 0.06 -0.01 -0.15
C -0.355 3.361 -1.777 0.28 -0.64 -0.12
C -1.529 3.627 -2.524 -0.26 -0.37 -0.24
C -1.868 -1.530 -5.687 0.15 0.13 0.24
C 1.762 -0.943 -4.415 0.01 -0.23 -0.29
C -2.828 -0.493 -0.075 -0.11 0.01 -0.05
C -0.713 0.576 0.334 -0.32 0.13 0.26
C -3.386 0.209 0.975 0.01 -0.06 -0.06
C -0.981 2.953 3.090 -0.10 0.13 0.19
C 1.643 0.831 0.939 0.05 -0.07 -0.19
C -0.076 2.039 -1.964 0.38 0.84 0.27
C 1.339 0.038 2.129 0.09 -0.39 0.77
C 0.741 -1.670 3.541 0.31 0.79 -0.15
C -0.743 -1.469 -4.655 0.02 -0.13 -0.21
H 0.828 -1.953 -6.051 0.00 -0.02 -0.12
H 0.579 -2.434 5.892 0.00 -0.02 0.03
H -1.051 -0.868 -1.199 0.10 -0.08 -0.07
H -3.424 -1.188 -0.645 -0.06 -0.08 -0.05
H -2.683 2.177 -3.756 -0.08 -0.14 -0.10
H -2.822 -1.722 -5.201 -0.14 -0.04 0.00
H -1.684 -2.328 -6.404 -0.01 -0.11 -0.12
H -0.008 -4.069 5.684 0.01 0.05 -0.09
H 0.036 -2.715 -3.057 0.08 -0.08 0.10
H -1.642 -3.033 -3.472 -0.11 -0.08 0.06
H -0.968 -0.663 -3.949 0.03 -0.04 -0.05
H -3.083 1.655 2.511 -0.01 0.07 0.08
H -1.303 2.304 3.910 0.00 0.02 -0.04
H 1.947 -1.845 -3.830 0.07 0.08 -0.08
H -1.946 -0.591 -6.233 -0.04 0.09 -0.11
H 1.923 1.753 -1.270 -0.27 -0.12 -0.13
H 0.793 -1.806 0.201 0.03 0.05 -0.01
H 1.406 1.055 -3.844 -0.05 0.01 0.15
H 0.445 -0.233 -5.955 0.01 0.01 -0.11
H -0.154 3.574 3.429 -0.09 -0.01 0.03
H -1.813 3.592 2.778 0.03 -0.04 0.02
H -4.424 0.066 1.236 -0.09 -0.02 0.02
H -0.356 -3.595 -4.540 0.02 -0.15 -0.09
H -2.036 4.566 -2.612 -0.17 0.16 -0.07
H 0.206 4.051 -1.181 0.18 0.10 0.17
H 2.661 -0.710 -4.995 -0.04 -0.10 0.09
H 0.271 -2.997 1.366 0.00 0.08 -0.07
```
Positions in Å, forces in eV/Å.

HOMO, eV: -7.83
Gap between HOMO and LUMO, eV: 8.19
ΔE to the lowest compared entry with this formula, charge and spin, eV: 0.237
Charge: 0


Record 3
# C23H27N5O6

One molecule with the formula C23H27N5O6 (ωB97M-V/def2-TZVPD, the OMol25 dataset).

```
61
Properties=species:S:1:pos:R:3:forces:R:3
O -1.561 0.383 -1.994 0.20 0.07 -0.13
O -2.173 -2.716 -3.143 -0.24 0.02 -0.11
O -0.321 2.338 3.531 0.03 0.08 0.11
O 3.346 -2.187 -0.300 0.19 -0.09 0.04
O 0.859 0.086 -3.308 0.00 0.22 -0.08
O -3.724 0.837 -1.568 0.11 0.08 0.10
N -0.403 1.144 1.610 -0.19 0.22 0.41
N -0.946 0.808 0.459 -0.48 -0.11 -0.87
N 2.083 -1.055 -1.804 0.10 0.32 -0.05
N 1.436 -3.165 -1.034 -0.04 -0.19 0.01
N -0.523 -4.166 -1.782 -0.06 -0.13 0.16
C 1.763 -4.349 -0.262 0.20 -0.17 0.19
C 0.279 -3.102 -1.751 -0.13 0.45 -0.31
C 4.952 -0.644 3.467 -0.24 -0.10 0.11
C -1.875 -0.350 -3.175 -0.55 -0.06 -0.52
C -2.701 2.408 0.794 0.12 0.17 0.47
C 2.050 1.296 1.702 0.04 -0.22 -0.01
C 2.359 -2.116 -1.001 -0.10 -0.06 0.08
C 3.634 0.118 3.318 0.31 0.04 -0.20
C 3.071 0.008 -1.900 0.26 0.23 -0.03
C -0.892 2.110 2.481 -0.04 -0.09 -0.02
C -4.425 4.041 1.173 0.04 -0.04 -0.07
C -2.691 3.767 2.809 0.06 -0.03 0.02
C -2.033 1.378 0.039 0.43 -0.11 0.38
C 4.879 -2.065 2.917 0.13 0.21 0.04
C -1.399 -1.782 -2.966 0.20 0.37 0.12
C -2.560 0.851 -1.252 -0.20 -0.14 -0.10
C -0.061 -1.929 -2.438 0.04 -0.27 0.00
C 0.813 0.435 1.962 0.53 0.09 0.22
C 0.922 -0.875 -2.574 -0.02 -0.61 0.13
C -3.868 3.063 0.381 -0.08 0.02 -0.07
C 3.349 0.509 1.869 -0.21 0.12 0.23
C -3.839 4.396 2.388 0.09 -0.03 0.08
C -2.111 2.771 2.020 -0.33 0.03 -0.34
H 5.745 -0.096 2.954 0.07 0.07 0.04
H 4.641 -2.066 1.858 -0.03 -0.08 -0.12
H 2.728 -4.165 0.209 -0.18 -0.09 -0.06
H 1.990 1.681 0.681 -0.05 0.04 -0.02
H 4.174 1.126 1.508 0.08 -0.04 -0.06
H 3.403 0.096 -2.935 -0.01 0.04 0.07
H 5.832 -2.570 3.054 0.06 -0.13 -0.02
H 5.214 -0.689 4.527 0.08 0.05 -0.02
H 1.842 -5.221 -0.913 -0.03 -0.01 0.01
H -2.212 4.019 3.743 0.03 0.03 0.07
H -4.290 5.167 2.996 -0.02 0.06 0.06
H 3.309 -0.387 1.250 0.07 -0.02 -0.11
H -1.341 0.113 -4.008 -0.13 -0.06 0.18
H 2.825 -0.505 3.703 -0.09 -0.01 0.11
H 1.019 -4.523 0.517 0.00 -0.02 -0.02
H 0.844 -0.470 1.353 -0.08 0.05 0.06
H 0.751 0.179 3.022 -0.01 -0.07 -0.12
H 2.615 0.951 -1.603 0.05 -0.01 -0.03
H 3.672 1.025 3.926 -0.10 0.02 0.05
H 4.113 -2.632 3.443 -0.09 -0.11 0.04
H -1.401 -4.016 -2.293 0.15 -0.08 0.04
H -5.326 4.540 0.850 -0.07 0.03 -0.05
H -0.409 -4.940 -1.153 0.06 0.05 -0.01
H -2.956 -0.345 -3.348 0.26 -0.09 0.03
H -4.326 2.783 -0.553 -0.05 -0.01 -0.03
H 2.038 2.145 2.388 -0.03 0.06 -0.05
H 3.907 -0.235 -1.251 -0.09 0.03 -0.05
```
Positions in Å, forces in eV/Å.

SMILES string: CCCCCCn1nc(C(=O)OCC(=O)c2c(N)n(C)c(=O)n(C)c2=O)c2ccccc2c1=O
HOMO, eV: -8.77
Gap between HOMO and LUMO, eV: 8.83
ΔE to the lowest compared entry with this formula, charge and spin, eV: 0.157
Charge: 0


Record 4
# C23H27NO5

One molecule with the formula C23H27NO5 in a non-equilibrium geometry (ωB97M-V/def2-TZVPD, the OMol25 dataset).

```
56
Properties=species:S:1:pos:R:3:forces:R:3
O 2.955 -0.196 -2.453 0.06 0.04 0.38
O 0.482 -4.137 1.934 0.00 -0.14 0.04
O 0.348 1.081 -1.541 0.35 -0.33 0.22
O -3.394 1.920 0.597 -0.24 0.16 0.09
O -1.220 -2.466 3.591 -0.09 -0.14 0.26
N -1.637 -0.143 0.831 -0.04 0.00 -0.01
C 2.737 -0.609 -3.779 -0.06 -0.09 -0.26
C -1.767 1.222 -2.207 0.40 -0.50 0.32
C -2.457 4.015 0.070 -0.14 -0.18 0.05
C -1.014 2.215 -2.878 0.48 0.06 0.09
C -0.590 -3.362 1.440 -0.21 0.36 0.00
C -1.060 -0.571 -0.443 0.10 0.20 -0.10
C 0.051 3.123 0.784 -0.13 0.05 -0.02
C 2.101 -2.662 0.781 -0.12 -0.12 0.03
C 0.263 2.079 -2.431 -0.39 0.49 -0.49
C -2.013 -1.248 1.693 0.20 -0.31 0.34
C -1.027 2.259 0.905 -0.04 -0.04 0.11
C 2.804 -0.555 -0.152 0.05 0.04 -0.26
C -0.821 0.879 1.487 -0.03 0.16 0.10
C 1.978 -3.164 -0.507 0.07 0.08 0.25
C 2.659 -1.057 -1.446 0.04 0.04 0.21
C -1.372 4.862 -0.034 0.01 -0.01 0.03
C -0.890 0.564 -1.396 -0.87 -0.27 -0.43
C -0.110 4.415 0.318 0.16 0.15 0.04
C -0.866 -2.104 2.272 0.18 -0.07 -0.44
C 1.762 -3.514 1.976 0.21 -0.06 0.14
C 2.520 -1.345 0.941 0.01 -0.12 -0.11
C 2.242 -2.374 -1.614 0.03 0.11 -0.31
C -2.298 2.712 0.533 0.18 0.22 0.05
H -0.067 -1.025 -0.303 -0.07 -0.09 -0.01
H 1.858 -2.912 2.892 0.01 -0.04 -0.12
H 2.459 -4.355 2.052 -0.05 0.15 0.07
H -3.449 4.338 -0.206 -0.13 0.04 -0.05
H 2.632 -0.935 1.936 -0.02 0.05 0.11
H -0.423 -3.092 0.391 -0.07 -0.01 0.10
H -1.377 2.927 -3.590 0.00 0.20 -0.16
H -3.084 1.004 0.749 0.19 -0.08 -0.16
H -1.511 5.869 -0.396 -0.02 0.09 -0.04
H 1.664 -4.188 -0.647 -0.06 -0.11 -0.03
H 0.251 0.634 1.434 -0.05 0.00 0.08
H 3.130 0.466 -0.035 0.03 0.15 0.02
H -1.457 -4.028 1.500 -0.03 0.14 -0.05
H 2.122 -2.799 -2.598 0.01 0.00 -0.11
H 0.745 5.068 0.231 0.08 0.06 -0.01
H -1.740 -1.310 -0.877 0.12 0.00 0.00
H 1.035 2.772 1.062 0.11 -0.08 0.01
H 0.048 -1.490 2.301 -0.10 -0.04 -0.07
H -2.553 -0.838 2.551 -0.01 -0.07 -0.06
H 2.997 0.245 -4.402 -0.03 -0.09 0.00
H -1.109 0.903 2.544 0.04 -0.08 -0.03
H -2.817 1.034 -2.301 -0.25 -0.09 0.05
H 1.168 2.604 -2.663 0.19 0.04 0.04
H -2.704 -1.889 1.138 -0.06 -0.01 0.04
H 1.687 -0.872 -3.950 0.03 0.01 0.02
H -0.723 -3.261 3.821 -0.01 0.05 0.00
H 3.374 -1.458 -4.049 -0.04 0.03 0.02
```
Positions in Å, forces in eV/Å.

SMILES string: COc1ccc(COC[C@H](O)CN(Cc2ccco2)Cc2ccccc2O)cc1
HOMO, eV: -7.86
Gap between HOMO and LUMO, eV: 8.54
ΔE to the lowest compared entry with this formula, charge and spin, eV: 1.927
Charge: 0